# 1
Formula: C42H41BaNO4P2
Source: the Open Molecules 2025 dataset
Level of theory: ωB97M-V with the def2-TZVPD basis set

The value obtained for the HOMO-LUMO gap is 5.355 eV. For the HOMO energy, the calculation gives -0.216 hartree. The relative energy (zero: lowest compared OMol25 entry of this formula, charge and spin) comes out at 0.0 kJ/mol.

Structure (XYZ):
```
91
Properties=species:S:1:pos:R:3:forces:R:3
Ba -0.507201 0.614266 -1.428549 -2.0 1.0 1.1
C -0.307074 2.065947 4.798083 0.5 0.1 0.2
C 0.723753 1.235034 4.617956 -0.2 0.6 0.1
C 0.782409 -0.231975 4.903626 0.5 -0.6 0.2
C 0.059513 -1.166969 3.896791 0.7 0.4 0.1
C -1.403323 -0.950489 3.693367 -0.4 -0.2 0.0
C -2.281704 -0.421207 4.546949 0.1 -0.2 -0.7
C -1.996259 0.337447 5.803035 -0.4 0.4 0.7
C -1.564689 1.808532 5.570243 -0.7 -0.1 -0.3
C -3.296802 0.395473 -1.339346 0.9 -0.1 -0.1
H -0.212545 3.095698 4.418854 0.1 -0.4 0.4
H 1.669750 1.677727 4.302838 -0.3 -0.1 -0.3
H 0.420117 -0.450508 5.918047 0.3 0.0 -0.4
H 1.850282 -0.515135 4.870857 -0.4 0.0 0.2
H 0.546409 -1.101541 2.909400 0.0 0.1 0.3
H 0.254887 -2.198188 4.248689 -0.3 0.3 -0.2
H -1.759965 -1.317525 2.724448 -0.1 -0.1 0.4
H -3.342094 -0.507770 4.291411 0.3 0.3 -0.2
H -1.282526 -0.155679 6.474476 -0.4 0.1 -0.2
H -2.953112 0.396095 6.345142 0.4 0.0 0.1
H -2.379713 2.342056 5.055259 0.2 -0.3 0.2
H -1.497116 2.300857 6.555927 0.2 -0.1 -0.3
H -3.380156 1.495952 -1.412492 -0.4 -0.3 0.2
H -3.269894 0.072112 -0.272850 -0.3 0.2 -0.5
H -4.068490 -0.139368 -1.906547 0.0 0.5 0.3
P 2.331589 0.166828 -2.237889 0.7 0.1 -0.1
P -0.193392 -1.864981 -3.196879 -0.2 -0.8 -1.1
C 2.141496 -1.541630 -1.657409 -0.6 -0.8 -0.3
C 1.307196 -2.391757 -2.315291 1.1 0.3 0.4
C 3.764789 0.039494 -3.344479 0.0 -0.4 -0.3
C 4.843740 -0.795468 -3.026233 0.2 0.3 -0.3
C 5.935860 -0.867795 -3.892686 -0.2 0.0 0.0
C 5.940507 -0.120951 -5.075368 -0.4 0.1 0.1
C 4.827850 0.661013 -5.420224 0.2 -0.2 0.0
C 3.719784 0.718018 -4.577357 0.3 -0.2 0.5
C 2.929830 0.954395 -0.706920 -0.1 0.1 0.1
C 2.165214 0.729639 0.457766 0.4 0.2 -0.3
C 2.279362 1.601211 1.537392 0.2 -0.1 0.1
C 3.260998 2.599953 1.530847 -0.2 -0.2 -0.6
C 4.082099 2.765605 0.401474 -0.2 -0.2 0.3
C 3.902300 1.965576 -0.728089 -0.3 0.0 0.3
C 0.003278 -3.033601 -4.617796 0.0 -0.1 -0.3
C 1.213402 -2.988761 -5.342828 -0.3 -0.4 0.3
C 1.555751 -4.047111 -6.187192 -0.3 0.0 0.0
C 0.671840 -5.122119 -6.356497 -0.1 0.2 0.1
C -0.584122 -5.104153 -5.737204 0.3 0.4 -0.1
C -0.933075 -4.039216 -4.897395 0.4 -0.2 0.0
C -1.453137 -2.712794 -2.133996 0.2 -0.1 0.1
C -2.798319 -2.376224 -2.339957 0.0 0.1 0.0
C -3.807767 -3.010898 -1.612515 0.3 -0.3 0.1
C -3.472746 -4.005396 -0.685914 0.0 0.2 -0.2
C -2.132204 -4.321738 -0.454294 0.2 0.1 0.0
C -1.118303 -3.661405 -1.154914 -0.4 0.0 -0.1
H 2.808722 -1.864930 -0.843110 0.1 -0.2 -0.7
H 1.504154 -3.473831 -2.372741 -0.2 0.3 0.8
H 4.818741 -1.391510 -2.110268 0.1 0.3 -0.3
H 6.777496 -1.510500 -3.635983 -0.2 0.2 -0.1
H 6.804547 -0.158598 -5.736907 -0.2 0.0 0.1
H 4.823112 1.229364 -6.349803 0.0 -0.2 0.2
H 2.827322 1.283438 -4.853859 0.3 -0.1 0.1
H 1.498425 -0.145323 0.532268 0.2 0.5 0.0
H 1.592983 1.486181 2.376717 0.3 0.0 -0.3
H 3.370846 3.251358 2.396637 0.0 -0.1 -0.2
H 4.854801 3.533224 0.404458 -0.2 -0.2 0.0
H 4.516127 2.110075 -1.618700 -0.2 0.0 0.2
H 1.906129 -2.155246 -5.199887 -0.1 -0.3 0.0
H 2.520821 -4.038385 -6.698052 -0.3 0.0 0.1
H 0.963552 -5.971509 -6.975884 -0.1 0.3 0.1
H -1.286908 -5.923590 -5.890215 0.2 0.2 0.0
H -1.915321 -4.018743 -4.425376 0.3 -0.1 0.0
H -3.046584 -1.565029 -3.028543 0.1 -0.5 0.2
H -4.847724 -2.724232 -1.759735 0.3 -0.1 0.0
H -4.263299 -4.534642 -0.146490 0.3 0.2 -0.1
H -1.865225 -5.096668 0.266847 -0.1 0.3 -0.2
H -0.075707 -3.894382 -0.951512 -0.3 -0.1 0.0
O -1.021287 2.955256 -0.378483 -0.1 0.1 1.1
C -1.336066 2.484839 0.765937 0.6 -1.6 -1.1
O -1.089410 1.264667 1.094830 -0.3 1.7 -0.1
C -2.098497 3.362516 1.710394 -0.5 0.3 0.5
C -3.074806 2.784598 2.543565 0.2 0.3 -0.2
C -3.848097 3.592003 3.372142 0.1 0.9 0.0
C -3.601479 4.984303 3.406981 1.2 -1.6 -1.3
C -2.611720 5.568099 2.594552 -0.4 -0.3 0.4
C -1.890667 4.750760 1.734653 0.0 -0.1 0.0
N -4.299463 5.822400 4.308450 -1.7 2.4 2.0
O -5.151728 5.344090 5.088009 1.6 0.6 -1.5
O -4.025957 7.047477 4.277107 -0.6 -2.2 0.2
H -3.206885 1.699407 2.531121 0.0 0.4 -0.1
H -4.633146 3.183724 4.000151 0.2 0.0 -0.1
H -2.435596 6.641978 2.671473 0.0 -0.4 -0.1
H -1.150487 5.210784 1.085484 -0.1 -0.3 0.0
```
Forces are in eV/Å.

For each atom in turn, the Mulliken charge in e is: Ba 1.8052; C -0.3903; C -0.3548; C -1.2213; C 0.0385; C -0.4417; C -0.3032; C -1.0998; C 0.1893; C -1.5602; H 0.3555; H 0.6848; H 0.4583; H 0.3830; H -0.1733; H 0.3831; H 0.3476; H 0.3388; H 0.3911; H 0.4244; H -0.3550; H 0.4424; H 0.2899; H 0.3549; H 0.2904; P -0.0038; P 0.4255; C -0.3358; C -1.1222; C 0.2295; C -0.1307; C -0.6520; C -0.4045; C -0.6450; C -0.4718; C 0.7854; C -0.9645; C -0.1113; C -0.4659; C -0.6597; C -0.7657; C 0.2207; C -0.5344; C -0.5837; C -0.4883; C -0.5287; C -0.3702; C 0.7660; C -0.5577; C -0.6447; C -0.4776; C -0.6848; C -0.4164; H 0.7285; H 0.9536; H 0.3362; H 0.3870; H 0.3793; H 0.3873; H 0.3436; H 0.6650; H 0.0179; H 0.4474; H 0.3786; H 0.3749; H 0.3698; H 0.3995; H 0.3621; H 0.3908; H 0.3838; H 0.3939; H 0.4189; H 0.3868; H 0.3910; H 0.4208; O -1.0290; C 0.8500; O -1.0096; C 0.1332; C 0.1158; C -0.5722; C -0.0908; C -0.5327; C -0.2992; N 0.9452; O -0.5934; O -0.6039; H 0.3431; H 0.4024; H 0.4833; H 0.4560


# 2
Formula: C42H41GeMgN8O3P
Source: the Open Molecules 2025 dataset
Level of theory: ωB97M-V with the def2-TZVPD basis set

The value obtained for the HOMO-LUMO gap is 4.290 eV. For the HOMO energy, the calculation gives -0.004 hartree. Its total charge is -2.

Structure (XYZ):
```
97
Properties=species:S:1:pos:R:3:forces:R:3
Mg -0.096918 0.688139 0.129065 0.7 0.2 0.8
C -2.097241 4.355410 5.256490 -0.1 0.1 -0.2
C -1.408016 3.394492 6.031905 0.1 -0.2 0.1
C -0.756870 2.336253 5.440702 0.0 0.1 0.2
C -0.798306 2.217089 4.043599 0.1 -0.1 -0.4
C -0.247504 1.285408 3.128298 -0.3 0.6 0.0
N 0.494722 0.207252 3.496403 0.3 -0.8 -0.3
C 1.161232 -0.511794 2.665229 -0.5 0.7 0.2
C 1.835632 -1.750351 3.005863 0.3 -0.6 -0.3
C 1.933241 -2.430775 4.212446 0.0 0.2 0.0
C 2.562393 -3.668296 4.233052 0.0 0.0 0.0
C 3.059709 -4.236145 3.060079 0.0 0.0 0.0
C 2.950911 -3.567895 1.846613 0.1 0.0 -0.1
C 2.350876 -2.317737 1.826132 -0.2 0.0 0.6
C 1.999557 -1.449756 0.709974 -0.1 -0.1 -0.9
N 2.200791 -1.762530 -0.524909 -0.2 -0.2 0.8
C 1.679699 -1.067201 -1.571223 0.2 0.2 -0.6
N 0.846223 0.010353 -1.500750 -0.2 -0.3 -0.7
C 0.468503 0.365836 -2.764413 0.5 -0.5 0.0
N -0.347555 1.394889 -3.131927 -0.6 0.7 0.1
C -0.926179 2.187934 -2.280230 0.5 -0.7 -0.3
N -0.878198 2.148993 -0.902207 -0.3 0.4 -0.4
C -1.640103 3.173496 -0.392454 0.0 0.1 0.9
N -1.864540 3.480963 0.850773 -0.2 0.1 -0.9
C -1.328505 2.788683 1.899656 0.1 -0.2 0.6
N -0.586736 1.650370 1.851938 -0.3 0.1 0.3
C -1.489790 3.188104 3.260759 0.2 -0.3 -0.3
C -2.136618 4.262042 3.882230 -0.1 0.2 0.2
C -2.227870 3.921258 -1.507959 0.0 0.0 -0.7
C -3.068735 5.022752 -1.557590 0.0 0.0 0.2
C -3.458903 5.499707 -2.799891 0.0 0.0 -0.1
C -3.016395 4.883966 -3.974829 -0.1 0.1 0.0
C -2.174451 3.783111 -3.929198 0.1 -0.1 0.0
C -1.781694 3.302781 -2.688056 -0.4 0.6 0.3
C 1.103193 -0.501992 -3.700212 -0.1 0.0 0.4
C 1.058939 -0.617739 -5.095268 0.0 -0.1 -0.2
C 1.767821 -1.632449 -5.700478 -0.1 0.2 -0.1
C 2.526215 -2.550614 -4.936036 0.1 -0.1 0.2
C 2.581579 -2.455576 -3.563752 0.1 -0.2 -0.2
C 1.878092 -1.422553 -2.930308 -0.3 0.3 0.3
N 1.356231 -0.278629 1.243654 0.4 -0.5 0.4
H -2.596632 5.175914 5.761404 0.0 0.0 0.0
H -1.388850 3.502632 7.111730 0.0 0.0 0.0
H -0.214114 1.607988 6.032395 0.0 0.0 0.0
H 1.525967 -1.983716 5.110933 0.0 0.0 0.0
H 2.668606 -4.199936 5.171954 0.0 0.0 0.0
H 3.524216 -5.214988 3.098060 0.0 0.0 0.0
H 3.319075 -4.002320 0.925313 0.0 0.0 0.0
H -2.655388 5.005761 3.287741 0.0 0.0 0.0
H -3.406202 5.485981 -0.638218 0.0 0.0 0.0
H -4.113110 6.361938 -2.867179 0.0 0.0 0.0
H -3.339274 5.279125 -4.931733 0.0 0.0 0.0
H -1.823896 3.304154 -4.835384 0.0 0.0 0.0
H 0.453183 0.068394 -5.677111 0.0 0.0 0.0
H 1.747748 -1.740136 -6.780058 0.0 0.0 0.0
H 3.062409 -3.344197 -5.446080 0.0 0.0 0.0
H 3.142092 -3.168072 -2.968160 0.0 0.0 0.0
C 4.663821 2.774146 1.043876 -0.1 -0.1 0.0
Ge 4.107293 0.865843 1.126925 0.0 0.3 0.0
C 4.833996 0.155451 2.838419 -0.1 0.0 -0.1
C 5.161017 -0.025019 -0.326323 -0.2 0.0 0.2
C 2.208420 0.913854 1.070304 0.6 0.4 0.0
H 5.745232 2.894786 1.151242 0.0 -0.1 0.0
H 4.170977 3.336807 1.838303 0.0 0.0 0.0
H 4.365302 3.212595 0.088800 0.0 0.0 0.0
H 5.895724 0.397266 2.940826 0.0 0.0 -0.1
H 4.718254 -0.928243 2.910838 0.0 0.0 0.0
H 4.291765 0.606156 3.671747 0.0 0.0 0.0
H 6.237136 0.097785 -0.174735 0.0 0.0 0.0
H 4.888065 0.416236 -1.287210 0.0 0.0 0.0
H 4.922900 -1.089218 -0.370695 0.0 0.0 0.0
H 1.804409 1.686601 0.411365 0.1 -0.1 0.0
C -3.496149 -4.719137 0.319003 0.1 0.2 0.0
C -2.805731 -3.539792 0.982980 0.0 -0.2 0.2
O -3.075449 -2.355152 0.245739 0.4 0.4 0.0
P -1.758050 -1.438541 -0.256930 -1.1 -0.7 -0.2
O -1.061287 -2.441175 -1.278685 0.1 -0.1 0.0
C -1.630107 -2.857800 -2.529085 0.0 -0.1 -0.1
C -1.028758 -4.199855 -2.897543 0.0 0.1 0.1
O -2.611904 -0.523339 -1.270073 0.0 0.1 -0.2
C -3.624665 0.367563 -0.783259 -0.2 0.1 0.0
C -4.924542 0.066966 -1.504724 0.2 -0.1 0.1
H -3.336527 -5.629317 0.900543 0.0 0.0 0.0
H -3.098403 -4.865620 -0.685286 0.0 0.0 0.0
H -4.567367 -4.527143 0.241385 0.0 0.0 0.0
H -1.727581 -3.725572 1.040094 0.0 0.0 0.0
H -3.182309 -3.414280 2.003086 0.1 0.0 0.0
H -1.369908 -2.112897 -3.278609 0.0 0.1 0.0
H -2.718855 -2.905809 -2.447087 0.0 0.0 0.0
H 0.050475 -4.149586 -2.757342 0.0 0.0 -0.1
H -1.231366 -4.423418 -3.945900 0.0 0.0 0.0
H -1.425062 -5.006077 -2.276279 0.0 0.0 0.0
H -3.304587 1.389228 -0.981151 0.1 -0.1 0.0
H -3.754304 0.247161 0.295997 0.1 0.0 0.0
H -4.788068 0.204334 -2.578063 0.0 0.0 0.0
H -5.708057 0.742573 -1.156909 0.0 0.0 0.0
H -5.226010 -0.964136 -1.314363 0.0 0.0 0.0
```
Forces are in eV/Å.

For each atom in turn, the Mulliken charge in e is: Mg 0.8112; C -0.6657; C -0.6200; C -0.2319; C 0.4956; C -1.3115; N -0.4799; C -0.9422; C 1.1440; C -0.4025; C -0.6698; C -0.7263; C -0.4434; C -0.0075; C -0.6401; N -0.1227; C -1.4873; N 0.6663; C -0.5366; N -0.6553; C -0.4255; N 0.3237; C -0.6759; N -0.5656; C -0.8387; N 0.6906; C 0.2809; C -0.1327; C 0.2886; C -0.0481; C -0.6764; C -0.6430; C -0.1724; C 0.3488; C 0.0942; C -0.1464; C -0.6682; C -0.7352; C -0.0485; C 0.2875; N 1.3995; H 0.3578; H 0.3623; H 0.4870; H 0.5285; H 0.3871; H 0.4039; H 0.5525; H 0.5040; H 0.5541; H 0.3767; H 0.3786; H 0.5524; H 0.4951; H 0.3702; H 0.3830; H 0.4895; C -1.3921; Ge 0.4174; C -1.4748; C -1.4846; C -0.5547; H 0.3911; H 0.3704; H 0.3475; H 0.4567; H 0.3703; H 0.3688; H 0.4278; H 0.3509; H 0.4114; H 0.4336; C -1.1740; C -0.1104; O -0.3822; P 0.5050; O 0.1031; C -0.0468; C -1.3986; O -0.2816; C 0.4847; C -1.7071; H 0.3997; H 0.1597; H 0.2784; H 0.2137; H 0.4153; H 0.1993; H 0.3769; H 0.2290; H 0.3942; H 0.2696; H -0.1061; H 0.3719; H 0.3294; H 0.4198; H 0.3231


Question: Look up the HOMO-LUMO gap of the second one.
Answer: 4.290 eV